# 1
Computed, not measured: a molecular structure, C32H22BrF4IN2O2PRu, with the ωB97M-V functional and the def2-TZVPD basis.

As for the charge: +3. For the HOMO energy (spin up / spin down), the calculation gives -17.007 / -17.007 eV. Its orbital gap (spin up / spin down) is 4.536 / 4.534 eV.

Each line ends with the Mulliken charge.
Positions of all 66 atoms, in Å:
Ru: -0.71674 0.59032 0.23472  -0.100
C: -3.11907 -3.30918 -0.24553  -1.302
C: -2.38863 -3.12439 1.02967  0.568
N: -2.56030 -4.02996 1.97370  -0.465
C: -1.91599 -3.91318 3.12588  -0.682
C: -0.95266 -2.93136 3.42426  0.306
C: -0.20760 -3.00449 4.73571  -0.881
O: 0.05739 -1.69432 5.21078  -0.493
C: -0.73477 -1.95686 2.46946  0.097
C: 0.39596 -1.05633 2.58634  -0.490
N: 0.59366 -0.04339 1.82080  0.434
C: 1.79919 0.69340 2.04410  -0.084
C: 2.32755 0.87359 3.32147  -0.211
C: 3.52823 1.54721 3.47897  -0.891
C: 4.21041 2.04483 2.37707  -0.622
C: 3.68280 1.89991 1.09890  -0.739
C: 2.48040 1.23590 0.95818  0.790
I: 1.57158 1.14401 -0.92987  0.460
C: -1.53645 -1.98756 1.28090  0.439
O: -1.55337 -1.05120 0.38283  -0.442
H: -3.32866 -4.36924 -0.37143  0.458
H: -2.58567 -2.90691 -1.10351  0.443
H: -4.08539 -2.80007 -0.17959  0.239
H: -2.14340 -4.66928 3.87189  0.427
H: 0.73092 -3.55306 4.58962  0.316
H: -0.80299 -3.58053 5.44543  0.558
H: -0.09484 -1.65271 6.16181  0.349
H: 1.14087 -1.31336 3.32964  0.909
H: 1.79320 0.50950 4.19014  0.590
H: 3.93047 1.69226 4.47214  0.448
H: 5.14871 2.56637 2.50749  0.435
H: 4.20825 2.30539 0.24443  0.455
F: -5.69135 5.44089 0.95390  -0.221
C: -4.87011 4.59328 0.39464  0.638
C: -4.81735 4.46697 -0.98842  0.200
F: -5.59499 5.19877 -1.74569  -0.225
C: -3.93484 3.55749 -1.56670  0.527
F: -3.90749 3.45846 -2.88622  -0.315
C: -3.08864 2.76411 -0.80273  -0.480
P: -2.02767 1.50631 -1.57689  2.232
C: -0.93431 2.35454 -2.72939  0.550
C: -0.18789 1.58452 -3.63184  -0.320
C: 0.75715 2.19755 -4.44038  -0.700
C: 0.96844 3.56947 -4.34850  -0.688
C: 0.23558 4.33072 -3.44873  -0.788
C: -0.71295 3.72689 -2.63407  -0.876
C: -3.14807 0.43841 -2.48114  0.639
C: -3.26079 0.51130 -3.87176  -0.068
C: -4.24287 -0.22334 -4.51550  -0.776
C: -5.12500 -1.00497 -3.78228  -0.640
C: -5.03531 -1.05237 -2.39571  -0.847
C: -4.04690 -0.33625 -1.74530  -0.767
C: -3.18049 2.91820 0.57225  -0.340
Br: -2.06074 1.89667 1.75204  0.155
C: -4.03624 3.80439 1.18768  0.219
F: -4.07111 3.90830 2.50437  -0.282
H: -0.36290 0.51806 -3.72937  0.540
H: 1.31590 1.60839 -5.15534  0.485
H: 1.69666 4.04596 -4.99107  0.471
H: 0.39339 5.39885 -3.38713  0.484
H: -1.28243 4.33613 -1.94337  0.434
H: -2.61008 1.15032 -4.45231  0.483
H: -4.33087 -0.16913 -5.59186  0.482
H: -5.89809 -1.56487 -4.29094  0.433
H: -5.74936 -1.63692 -1.83106  0.493
H: -3.99597 -0.34293 -0.66075  0.548

***

# 2
Computed, not measured: 6 unconnected molecules or ions with the total composition C37H34F5N2O4PS, with the ωB97M-V functional and the def2-TZVPD basis.

Its structure (SMILES) is N[PH](S)(ON=O)OC(=O)c1ccccc1.Fc1ccccc1.Fc1ccccc1.Fc1ccccc1.Fc1ccccc1.Fc1ccccc1. For the HOMO energy, the calculation gives -9.006 eV. Its orbital gap is 8.173 eV.

Each line ends with the Mulliken charge.
Positions of all 84 atoms, in Å:
N: 1.09108 -2.36516 5.06619  -0.579
P: 1.13464 -1.15905 3.77049  0.510
S: 0.39298 -2.61206 2.30838  -0.375
O: 1.94831 -0.01162 4.82270  -0.259
N: 2.44470 -0.63784 5.94590  0.216
O: 2.13584 -0.02107 6.91684  -0.313
O: -0.13462 -0.06219 3.41260  -0.184
C: -1.05320 0.08725 4.49722  0.454
O: -0.80761 0.83731 5.48451  -0.488
C: -2.49215 -0.62834 4.54265  0.355
C: -3.04033 -1.54832 3.42884  -0.109
C: -4.47713 -2.16682 3.53579  -0.564
C: -5.40933 -1.87519 4.74186  -0.431
C: -4.83960 -0.97125 5.88143  -0.413
C: -3.42228 -0.36009 5.77972  -0.392
H: 1.60680 -3.19237 4.71427  0.291
H: 0.10983 -2.60065 5.28560  0.292
H: 2.30978 -1.07995 2.92120  0.083
H: -0.68344 -3.30661 2.83878  0.130
H: -2.42247 -1.80360 2.49922  0.383
H: -4.84574 -2.81345 2.67712  0.343
H: -6.46727 -2.27411 4.84938  0.342
H: -5.52910 -0.79376 6.77720  0.305
H: -3.07402 0.30835 6.63452  0.352
F: -5.59535 -0.77032 0.86397  -0.303
C: -6.74844 -1.32005 0.45432  0.280
C: -7.94201 -0.89775 1.01882  -0.369
C: -9.13822 -1.46433 0.59054  -0.372
C: -9.12608 -2.45419 -0.38954  -0.452
C: -7.92098 -2.87379 -0.94561  -0.366
C: -6.72529 -2.29995 -0.52577  -0.391
H: -7.93083 -0.13226 1.78605  0.432
H: -10.07860 -1.13586 1.01997  0.366
H: -10.05948 -2.89871 -0.71991  0.360
H: -7.91289 -3.64760 -1.70586  0.361
H: -5.77856 -2.60805 -0.95404  0.460
F: -1.20278 -3.25761 -4.45916  -0.375
C: -0.48465 -2.48619 -3.62502  0.328
C: 0.39240 -1.54928 -4.14991  -0.238
C: 1.13244 -0.74691 -3.28720  -0.587
C: 0.99487 -0.89870 -1.90982  -0.503
C: 0.11527 -1.84604 -1.39429  0.143
C: -0.63354 -2.64103 -2.25614  -0.636
H: 0.49215 -1.45128 -5.22493  0.448
H: 1.81562 -0.00522 -3.68716  0.386
H: 1.57353 -0.27805 -1.23881  0.559
H: 0.01417 -1.96391 -0.32064  0.124
H: -1.32971 -3.37766 -1.87206  0.453
F: 2.53739 -4.16796 -2.54052  -0.210
C: 2.88812 -4.66147 -3.73787  0.206
C: 2.14067 -4.32887 -4.85683  0.292
C: 2.50730 -4.83659 -6.09905  -0.558
C: 3.61103 -5.67978 -6.20638  -0.455
C: 4.35129 -6.01086 -5.07498  -0.403
C: 3.99172 -5.49468 -3.83412  -0.504
H: 1.28083 -3.67863 -4.75277  0.077
H: 1.93374 -4.57645 -6.98235  0.372
H: 3.89380 -6.07901 -7.17532  0.363
H: 5.20815 -6.67088 -5.15948  0.359
H: 4.56176 -5.73475 -2.94423  0.414
F: 2.39503 1.57103 -1.34194  -0.176
C: 3.11276 2.34114 -0.50650  0.307
C: 3.99089 3.27768 -1.02844  -0.640
C: 4.72984 4.07803 -0.16290  -0.371
C: 4.58944 3.92459 1.21452  -0.619
C: 3.70789 2.97710 1.72718  -0.403
C: 2.96088 2.18437 0.86221  -0.359
H: 4.09257 3.37674 -2.10310  0.479
H: 5.41443 4.81973 -0.56043  0.413
H: 5.16939 4.54628 1.88905  0.377
H: 3.60258 2.85606 2.80019  0.421
H: 2.26307 1.44780 1.24370  0.566
F: 5.66874 7.45264 -3.24874  -0.315
C: 4.61692 7.83202 -2.50577  0.216
C: 4.55817 9.12930 -2.02099  -0.381
C: 3.46554 9.52337 -1.25526  -0.381
C: 2.44965 8.61245 -0.97425  -0.445
C: 2.52203 7.31099 -1.46235  -0.413
C: 3.60886 6.91984 -2.23713  -0.301
H: 5.36200 9.82150 -2.24306  0.406
H: 3.40564 10.53834 -0.87728  0.355
H: 1.59979 8.91952 -0.37309  0.368
H: 1.73226 6.60139 -1.23935  0.375
H: 3.67711 5.91330 -2.63263  0.514

***

| no. | largest force on an atom (eV Å⁻¹) | energy (eV) |
| --- | --- | --- |
| 1 | 0.32 | -141470.7856 |
| 2 | 5.33 | -83794.3938 |